No. 1
Molecular formula: C29H69N7O11
Method: DFT, wB97M-V/def2-TZVPD

```
116
Properties=species:S:1:pos:R:3:forces:R:3:mulliken_charge:R:1
C -3.896570 8.325870 28.892210 1.0 1.3 -0.7 0.68
H 12.460400 0.528250 27.342660 0.0 0.2 -0.2 0.28
H -2.446070 2.143840 29.225000 0.3 0.4 0.6 0.28
H 4.540080 6.103620 25.858770 0.0 0.2 -0.2 0.33
H -2.079170 0.216830 27.779210 0.3 0.1 -0.2 0.23
H 6.961560 2.804670 27.723150 0.1 -0.5 0.6 0.29
C 1.596250 2.898420 18.853620 0.4 0.6 0.8 -0.37
C -1.440960 0.430480 25.448050 0.5 1.5 0.8 -0.88
H 2.285410 0.885540 18.783980 0.0 0.0 -0.2 0.26
H 15.874110 10.041410 31.460680 -0.3 0.1 0.5 0.34
H 13.573610 -1.526580 25.587730 0.0 0.0 0.3 0.22
H 3.684220 -4.649770 24.189800 0.1 0.3 0.1 0.27
H 4.895220 4.853710 24.675990 -0.2 -0.2 0.1 0.29
H -1.122200 3.205280 18.871380 -0.3 -0.5 0.0 0.30
H 16.993890 8.822230 32.039720 0.0 -0.3 -0.2 0.26
C -1.181900 1.510420 26.548480 -0.5 -1.8 -1.5 0.60
H 5.391590 2.448660 20.603410 -0.1 0.5 0.3 0.24
C 7.964590 15.111830 20.714780 2.3 1.5 -1.0 -0.92
H 8.568400 11.123640 19.054850 0.1 0.2 0.2 0.26
H 9.754690 10.960000 27.377450 -0.1 0.0 0.0 0.22
H 1.891620 3.930480 18.664620 0.7 0.3 0.5 0.31
H -0.493530 4.439090 17.881970 0.4 0.2 -0.5 0.28
H 9.007350 12.085130 28.552060 0.1 -0.3 0.3 0.29
O 5.347050 12.626730 25.412340 1.5 -0.6 1.0 -0.27
N -1.561910 1.083480 27.740960 -0.3 -1.2 1.9 -0.18
C 13.348190 -1.853820 27.592840 -0.9 -1.3 1.8 0.63
O -0.701600 2.577470 26.270790 0.5 0.9 0.1 -0.63
C -2.850070 9.184940 28.129050 -0.7 -0.5 -0.1 -0.98
H 12.199410 7.244170 32.743550 0.0 0.5 -0.4 0.31
C 16.276890 9.050480 31.251110 -1.5 0.8 0.2 -1.02
H 8.121330 10.568150 28.013740 0.6 -0.5 1.2 0.28
C 6.321820 3.510620 28.252740 1.5 0.3 0.0 -0.82
H 7.384030 -5.175940 27.359810 0.0 0.0 -0.5 0.30
C 13.168190 0.349190 26.533300 0.5 -0.7 0.6 -0.78
C 5.803630 12.217400 26.745370 -1.3 1.0 -0.6 -0.43
H 8.904700 15.478000 21.127350 0.0 0.1 0.6 0.30
H 4.584800 3.814890 19.739630 -0.4 0.0 0.0 0.28
H 7.155940 15.576840 21.278660 -0.4 -1.2 0.1 0.31
C -6.147180 7.216010 28.749370 1.1 -0.7 -1.1 -0.85
C 15.133380 7.979250 31.159480 2.6 -0.6 -0.1 0.66
C 6.322130 4.992900 26.234270 2.4 0.2 -1.4 0.66
C 7.826010 11.909750 18.917040 -0.4 -0.7 -0.9 -1.06
H -2.892740 9.156390 27.040260 -0.3 -0.3 -0.1 0.32
H 3.862880 11.174310 25.029080 0.1 -0.2 0.5 0.29
H 5.609630 3.075420 28.953790 -0.2 -0.2 -0.6 0.34
C 5.342750 5.637100 25.287640 -0.4 -0.2 -0.3 -1.08
O 5.907220 -5.913840 25.258830 -1.1 1.3 0.6 -0.64
H 7.172480 13.841640 26.811920 0.5 0.1 -0.1 0.30
H 1.193320 2.798630 19.861480 -0.2 0.2 0.3 0.29
C 4.767090 2.740420 19.759040 1.6 -0.7 -0.7 -0.73
H 16.767700 9.261780 30.301090 0.0 -0.9 -0.1 0.30
N 6.040790 -3.891060 26.264560 1.5 1.6 1.6 -0.20
H -6.158560 7.095230 29.832600 0.3 0.8 -0.2 0.31
H 5.250110 -4.256220 23.440430 -0.4 -0.2 -0.5 0.27
H -5.038240 8.177610 27.174230 0.4 0.0 0.3 0.21
H -1.089390 1.110710 29.808940 -0.3 -0.3 -0.1 0.30
O 13.074540 -1.452770 28.736580 0.6 0.3 -1.7 -0.64
C 6.836140 -4.240890 27.476460 -0.8 -1.3 -0.8 -0.82
C 5.538730 -4.733190 25.363500 0.5 -1.9 -1.3 0.63
C 4.036000 12.245510 25.132390 -0.6 0.7 -0.9 -0.78
N 13.375170 -1.092770 26.477970 -0.2 -0.3 -0.2 -0.20
H 12.814730 0.719220 25.570880 0.1 0.0 0.2 0.31
O 0.633990 2.637050 17.899070 -0.8 -0.9 -1.1 -0.31
H 14.403620 -3.744800 27.925230 0.2 0.4 0.2 0.26
H -1.825140 8.920590 28.389330 -0.2 0.3 0.5 0.29
C -1.448420 1.760530 29.010850 0.1 0.5 -0.2 -0.83
H -3.182080 10.188470 28.395140 0.7 0.2 0.2 0.25
H -0.676830 2.527030 28.938570 -0.4 0.3 -0.2 0.31
O 7.556350 5.067980 26.015240 -2.5 -0.4 1.3 -0.64
H 6.899230 11.613380 19.408300 0.1 0.1 0.5 0.35
H 5.355640 2.407650 18.904050 0.5 0.8 -0.5 0.34
H -6.077300 6.188270 28.393040 0.3 -0.2 -0.1 0.30
N -4.959020 7.976950 28.160920 -2.9 -1.3 0.4 -0.22
H 13.659690 -3.676730 26.391800 -0.6 -0.2 -0.1 0.29
H 6.087180 -4.494680 28.226630 0.3 0.5 0.5 0.26
H -1.120180 2.950080 17.057590 -0.3 0.3 0.3 0.23
C 7.105500 12.830280 27.212880 -1.4 -0.1 -1.7 -0.52
H 5.988420 11.148380 26.850970 -0.6 -0.3 -0.3 0.24
O 8.120300 11.967050 26.723760 0.2 2.3 -0.7 -0.30
H 3.302190 12.764650 25.748930 -0.1 -0.4 0.8 0.33
O 15.341060 7.005330 30.468000 -0.3 -0.5 -1.1 -0.61
H -2.206400 0.925090 24.850070 0.2 -0.5 -0.6 0.25
H 8.021950 15.574680 19.729600 -0.5 0.3 -0.1 0.34
H -1.745540 -0.555160 25.799970 -0.1 0.2 0.0 0.31
N 14.090560 8.012100 31.984980 -2.6 1.2 0.7 -0.23
H -0.458110 0.380940 24.979400 -0.4 -0.2 -0.6 0.26
H 5.796180 6.304110 24.554430 0.2 0.1 0.5 0.31
O 3.720230 1.856030 19.775070 -2.7 -0.4 1.0 -0.33
H 6.087890 -2.915790 26.006250 -0.5 -0.2 0.2 0.24
N 8.130440 13.710020 20.406400 -1.9 1.1 4.4 -0.16
H 6.953930 4.130550 28.888530 0.2 0.1 -0.1 0.25
H 3.768910 12.666290 24.163000 0.4 -0.1 -0.4 0.27
H 4.568110 -3.009470 24.367770 -0.7 -0.1 0.4 0.27
C 13.503120 -3.382230 27.429510 0.9 0.7 -0.1 -0.89
H 3.263870 2.008700 17.796660 -0.1 -0.1 -0.3 0.33
O -3.818400 8.174870 30.089180 0.2 -0.5 0.5 -0.62
C 8.816480 11.366780 27.754800 -0.1 -0.8 0.1 -0.65
H 5.005090 12.574660 27.395610 -0.2 -0.3 0.4 0.35
H -7.119410 7.502010 28.348020 0.2 0.8 0.2 0.30
H 12.552450 6.717960 31.005940 0.1 0.6 0.1 0.26
C -0.600780 3.355270 17.926000 0.9 -0.4 0.4 -0.69
C 12.942260 7.007340 31.981860 2.8 -0.2 0.9 -0.78
H 7.575460 11.907420 17.856230 0.2 0.0 0.0 0.31
H 14.056150 8.730870 32.693690 -0.1 0.0 -0.3 0.22
H 6.944970 12.936610 28.285730 0.9 -0.4 0.3 0.39
C 2.744690 1.873310 18.745450 0.2 0.2 -0.4 -0.43
H 12.702160 -3.866810 27.987840 -0.2 0.0 -0.6 0.25
C 8.292870 13.316890 19.201680 0.9 -1.6 -5.4 0.71
H 13.515000 6.175480 32.391840 -0.7 -0.8 -0.2 0.30
C 4.615650 -4.097020 24.312330 1.6 -0.4 -0.1 -0.90
N 5.707670 4.309480 27.231070 -1.1 0.0 0.4 -0.19
H 7.710620 13.016280 21.008550 0.1 0.3 0.1 0.22
H 14.137890 0.750010 26.828480 -0.2 0.7 -0.2 0.27
H 4.745260 4.038740 27.087620 0.0 0.6 -0.3 0.26
O 8.741020 13.962620 18.237670 -0.4 0.0 1.6 -0.66
H 7.578190 -3.503450 27.782490 -0.6 0.3 -0.2 0.32
```
Positions in Å, forces in eV/Å.

## Properties
LUMO level = 0.168 eV
2S+1 = 1
Structure (SMILES) = CNC(C)=O.CNC(C)=O.CNC(C)=O.CNC(C)=O.CNC(C)=O.CNC(C)=O.CNC(C)=O.COCCOC.COCCOC



No. 2
Molecular formula: C3H2ClO3
Method: DFT, wB97M-V/def2-TZVPD

```
9
Properties=species:S:1:pos:R:3:forces:R:3:mulliken_charge:R:1
O 0.463305 0.043324 1.048432 -0.6 -0.1 0.4 -0.62
Cl 0.549536 2.633034 -0.399948 0.1 0.8 0.2 -0.22
C -1.441782 -0.748138 1.448831 -0.8 3.2 -0.9 -0.45
H -1.014561 -1.574237 1.859209 1.6 -2.7 1.3 0.14
H -1.537209 -0.994386 0.397774 -0.1 -0.2 -0.6 0.09
O 0.380334 0.897266 -2.315289 0.2 0.4 0.4 -0.43
C 0.599513 1.036305 -1.157526 -0.3 -0.6 -0.3 0.53
C 0.816163 -0.153529 -0.134244 -0.6 -0.2 -0.9 0.57
O 1.184704 -1.139639 -0.747240 0.5 -0.7 0.3 -0.61
```
Positions in Å, forces in eV/Å.

## Properties
LUMO level = 3.605 eV
Charge = -1
2S+1 = 1



No. 3
Molecular formula: C36H60F18O18
Method: DFT, wB97M-V/def2-TZVPD

```
132
Properties=species:S:1:pos:R:3:forces:R:3:mulliken_charge:R:1
F 18.699120 32.887062 -4.368185 0.0 0.0 -0.1 -0.23
H 11.087219 22.729014 -4.359927 0.3 0.2 0.1 0.34
O 7.347660 22.235742 6.486765 0.2 -0.4 0.0 -0.31
F 7.172408 27.508834 -4.370968 -0.2 0.0 0.0 -0.28
C 11.671481 33.123764 -4.924058 0.4 0.3 0.3 -0.66
H 17.880939 27.334906 2.745869 0.4 -0.2 0.4 0.22
H 16.286508 28.492098 -1.252099 -0.3 0.0 0.0 -0.08
O 14.900032 22.253465 -4.452774 0.0 -0.1 0.2 -0.55
H 9.569160 25.742964 -0.364154 -0.4 -0.2 -0.3 0.22
C 19.018871 27.230816 0.951979 0.0 -0.5 -0.8 0.31
H 8.951880 28.753838 -0.414875 0.0 -0.1 -0.2 0.26
H 4.222644 23.164700 7.126858 0.0 -0.1 -0.1 0.35
H 14.671392 25.802123 -0.071579 0.3 0.2 -0.3 0.04
H 16.445585 30.216347 -0.858010 0.2 -0.2 0.1 0.38
F 14.097302 25.105650 -2.606744 -0.1 -0.4 0.0 -0.25
H 12.601861 32.551914 -4.842371 0.0 0.0 -0.3 0.29
H 10.212666 24.933925 -6.252776 0.0 0.1 0.2 0.40
C 12.995306 26.372722 1.091340 1.1 0.4 -0.8 -0.73
F 14.345868 27.386472 -5.063576 -0.2 0.0 0.2 -0.26
C 16.357478 25.075455 2.244934 0.8 -0.5 -1.2 -0.80
F 8.111621 25.540590 -4.425027 -0.2 0.2 0.1 -0.24
H 13.422040 26.673193 -1.029417 0.0 -0.3 0.0 -0.33
C 10.589933 31.579736 -3.502405 0.8 -0.1 -0.3 -0.45
C 13.956026 26.618477 -0.083450 -1.2 0.2 0.0 0.16
H 11.023237 30.039770 -2.153978 -0.6 0.0 0.5 0.15
H 15.670265 24.626961 1.528085 -0.4 -0.2 0.5 0.07
F 20.231027 33.175409 -2.865326 -0.2 0.0 -0.1 -0.25
H 17.235962 24.516957 -7.239948 -0.3 0.3 -0.2 0.42
C 15.731937 19.339637 3.758097 -0.1 -0.5 -0.1 -0.42
O 10.936546 32.928532 -3.733320 -0.6 0.2 -0.2 -0.39
H 5.806022 21.492746 7.512829 0.1 -0.1 0.2 0.33
C 8.875807 27.747496 0.001877 -0.3 0.2 -0.2 -1.35
H 9.520241 23.076771 -4.961388 0.1 0.2 -0.3 0.41
H 14.226460 17.013135 5.882306 0.3 0.3 0.1 0.26
H 19.359016 29.461435 2.673705 -0.2 -0.4 -0.1 0.27
O 12.393291 31.504408 -1.909686 0.0 0.0 -0.1 -0.32
H 6.625196 22.866908 8.328192 0.0 -0.1 0.0 0.29
O 11.601253 25.622815 -4.882597 0.3 0.0 0.5 -0.03
H 19.377483 26.495525 0.220078 0.2 -0.2 0.4 0.32
H 9.378434 27.792257 0.967958 0.0 -0.2 0.0 0.39
H 15.873051 25.427530 3.158534 0.0 0.3 -0.2 0.30
H 10.085854 23.999618 -3.654001 0.4 0.3 -0.1 0.14
H 12.137793 31.295806 0.149212 -0.2 -0.3 -0.1 0.33
O 8.203866 24.274281 6.875229 0.1 0.3 0.2 -0.52
H 14.760401 15.455636 5.345185 0.2 0.0 -0.2 0.25
F 8.990352 27.175305 -5.498028 0.0 0.3 0.0 -0.22
C 8.239886 23.193745 6.369586 0.0 0.1 0.0 0.27
H 18.416141 27.881470 0.302146 -0.1 0.3 0.5 -0.29
O 12.185422 26.614214 -6.805959 0.2 0.1 -0.2 -0.56
H 10.405173 31.616036 -1.377148 0.0 -0.4 0.3 0.38
C 11.044478 31.134251 -2.124712 0.3 0.0 -0.6 -0.07
C 18.198650 26.565146 2.033886 -0.9 0.4 -0.6 -0.45
H 14.474777 21.647449 3.338675 0.2 -0.1 0.1 0.29
H 7.822185 27.504683 0.149174 0.0 0.1 0.1 0.35
F 10.552722 23.211942 5.914990 0.2 0.0 0.1 -0.25
H 17.321477 28.864756 -3.451864 -0.1 0.6 -0.4 0.37
H 13.690282 26.184759 1.906662 -0.8 0.0 0.7 0.41
C 9.396149 22.798288 5.426283 -0.4 0.1 -0.5 1.04
C 14.052708 23.782950 -2.799686 0.4 0.2 -0.4 1.11
O 20.125953 27.879760 1.515848 0.4 0.1 -0.2 -0.41
H 20.851063 29.785229 1.917328 0.3 -0.4 -0.5 0.28
C 16.329435 29.496310 -1.672329 0.1 0.9 0.2 -0.58
C 15.118025 16.467939 5.549013 -0.6 -0.6 0.2 -0.67
C 6.241626 22.478708 7.387636 -0.4 0.2 -0.5 -0.21
F 12.780218 23.381443 -2.768238 0.1 0.0 0.3 -0.22
H 11.144898 32.885477 -5.854698 -0.2 -0.3 0.2 0.29
C 19.919626 29.246124 1.746511 -0.6 0.9 0.7 -0.47
H 13.394798 20.293676 3.004689 0.2 -0.1 0.0 0.34
H 14.435305 27.592940 0.007815 0.3 -0.2 0.4 0.21
F 10.519287 22.707190 1.725041 0.1 -0.1 -0.1 -0.23
C 13.041109 27.516048 -4.749406 0.0 0.3 -0.8 1.01
H 11.097010 30.955737 -4.247522 -0.1 -0.1 0.0 0.14
C 9.513814 26.699601 -0.879704 1.3 0.4 0.6 0.44
C 8.336752 26.863041 -4.383194 0.1 -0.4 -0.3 0.86
H 9.513332 31.413866 -3.600134 -0.1 0.1 0.0 0.34
F 18.221911 33.912644 -2.521899 0.0 0.0 -0.1 -0.25
O 18.805530 31.439015 -1.174689 0.4 -0.1 0.2 -0.54
C 10.429697 23.563732 -4.592332 -0.9 -1.2 0.4 -1.18
F 11.171527 23.126155 -0.300274 0.1 -0.4 0.1 -0.21
H 10.549445 26.972403 -1.108851 -0.1 0.0 -0.1 -0.04
C 12.217190 26.531997 -5.615255 -0.2 -0.3 0.1 -0.01
C 11.601080 22.902076 0.953551 -0.6 0.8 -0.3 0.80
H 15.400751 29.799637 -2.158333 0.0 -0.4 -0.2 0.50
F 9.192987 23.414575 4.240621 0.1 -0.1 0.2 -0.27
O 17.859617 30.814853 -3.113260 0.1 0.1 -0.7 -0.28
C 16.746093 24.640868 -6.276432 0.2 -0.9 0.8 -1.24
C 18.562163 31.609902 -2.328980 -0.7 0.0 0.0 0.34
H 18.381284 29.038599 -2.152179 0.1 0.6 0.3 0.33
O 17.013666 26.047703 1.436316 0.1 0.1 0.5 -0.19
C 17.518707 29.534052 -2.611205 -0.1 -1.7 0.4 -0.61
H 15.234007 23.192806 -6.621673 -0.5 -0.1 0.3 0.43
O 15.659716 16.989741 4.366857 0.1 -0.3 -0.4 -0.35
H 18.787059 25.763721 2.484692 0.0 0.1 0.3 0.26
O 12.171278 25.224484 0.803083 0.0 -0.2 -0.5 -0.09
H 16.906279 25.622663 -5.839138 -0.1 0.2 -0.3 0.25
C 15.280006 24.220330 -6.275871 1.0 0.9 -1.0 -0.27
H 13.750572 31.662484 -0.407963 -0.3 0.3 -0.2 0.30
O 14.760973 24.438340 -4.961031 -0.4 -0.1 0.3 -0.02
H 13.271146 30.071126 -0.597543 -0.9 -0.3 -0.3 -0.01
H 12.289283 27.181301 1.246114 0.2 0.2 0.3 0.40
H 5.232532 23.345532 5.678290 -0.1 -0.1 0.0 0.31
C 18.929881 32.913142 -3.063933 0.4 0.3 0.4 0.85
H 17.418425 18.111944 4.303052 -0.1 -0.4 -0.4 0.36
O 14.736849 19.945650 4.553213 0.1 0.1 0.1 -0.37
H 16.523242 20.045032 3.475145 -0.2 0.2 0.0 0.32
C 12.846321 31.087028 -0.656884 1.5 0.5 0.6 -0.46
H 11.723049 24.082639 -6.256853 0.1 0.0 0.2 0.52
C 12.372743 24.126419 1.495046 0.1 -0.4 0.7 0.38
O 10.054933 28.037435 -3.181504 -0.1 0.4 -0.3 -0.31
C 5.218994 23.422058 6.763375 -0.1 0.1 0.4 -1.06
C 13.932106 20.817643 3.807708 -0.7 0.3 -0.4 -0.68
C 9.164285 27.240827 -3.150931 0.9 -0.2 0.5 0.29
H 16.341639 18.489282 5.588970 -0.1 0.0 -0.1 0.32
O 13.018038 23.996194 2.494260 0.3 0.1 0.0 -0.49
O 8.821347 26.509471 -2.111543 -0.9 -0.4 -0.1 -0.34
C 10.980948 24.529679 -5.590585 -0.2 0.3 -0.7 -0.48
H 5.387908 24.457343 7.053364 0.2 0.0 -0.2 0.30
H 11.910594 34.186152 -4.982332 0.1 0.0 0.1 0.25
F 12.344566 21.809416 0.990792 0.1 0.0 -0.2 -0.23
F 12.678191 28.766312 -5.076670 0.1 -0.2 0.4 -0.27
H 14.702100 24.876299 -6.924049 -0.2 -0.1 0.0 0.28
H 17.257006 23.921096 -5.623045 0.1 0.2 0.0 0.33
C 14.642701 23.386157 -4.173287 0.1 -0.2 -0.1 0.00
F 12.897835 27.326586 -3.449456 0.0 0.2 0.1 -0.23
H 15.264151 18.928968 2.853345 0.2 0.1 -0.1 0.31
H 15.852413 16.401366 6.356927 0.0 0.1 0.0 0.32
H 17.098365 24.307251 2.500708 -0.2 -0.1 0.2 0.51
H 19.351241 29.708656 0.934339 0.2 0.1 -0.1 0.11
C 16.349552 18.196254 4.529407 0.3 0.8 1.0 -0.54
F 14.735891 23.193482 -1.814167 -0.3 0.0 0.0 -0.25
H 13.164965 21.252167 4.448019 0.2 -0.1 0.2 0.26
F 9.455095 21.488900 5.194597 0.1 0.0 0.1 -0.27
```
Positions in Å, forces in eV/Å.

## Properties
LUMO level = 0.410 eV
2S+1 = 1
Structure (SMILES) = CCOC(=O)C(F)(F)F.CCOC(=O)C(F)(F)F.CCOC(=O)C(F)(F)F.CCOC(=O)C(F)(F)F.CCOC(=O)C(F)(F)F.CCOC(=O)C(F)(F)F.COCCOC.COCCOC.COCCOC